C5H10N4S | ωB97M-V/def2-TZVPD

The HOMO-LUMO gap (spin up / spin down) is 7.78 / 7.78 eV. Its total charge is 0.

Each line ends with the Mulliken charge.
Geometry (Å):
C (-1.54, 0.56, 0.26)  0.250
C (1.63, -1.10, 0.06)  -0.331
C (-0.72, 1.50, -0.12)  0.516
C (0.06, 2.31, 0.88)  -1.248
C (-0.48, 1.81, -1.57)  -1.226
N (0.13, -2.94, 0.20)  -0.112
N (-2.46, -0.14, 0.63)  -0.560
N (0.63, -3.81, -0.55)  -0.550
N (0.99, -2.01, 0.72)  0.383
S (0.87, -2.33, 2.33)  -0.304
H (1.57, -1.10, -1.02)  0.291
H (2.19, -0.36, 0.59)  0.334
H (1.13, 2.18, 0.73)  0.270
H (-0.19, 2.02, 1.90)  0.342
H (-0.17, 3.37, 0.75)  0.382
H (-1.19, 1.30, -2.21)  0.353
H (0.53, 1.51, -1.87)  0.264
H (-0.57, 2.88, -1.73)  0.354
H (-2.33, -1.13, 0.82)  0.315
H (-0.09, -4.51, -0.77)  0.279

=====

C5H10N4S | ωB97M-V/def2-TZVPD

The HOMO-LUMO gap is 8.13 eV. Its structure (SMILES) is [H]/N=N/C=C/CC=C.NN=S. Its total charge is 0.

Each line ends with the Mulliken charge.
Geometry (Å):
C (1.72, 0.45, -0.04)  0.011
C (1.40, -0.76, 0.19)  0.214
C (-0.83, 2.85, -0.50)  -0.976
C (0.98, 1.17, -1.07)  -0.604
C (-0.40, 1.60, -0.46)  0.331
N (1.47, -2.29, 1.86)  -0.634
N (-1.85, -2.34, -0.30)  -0.336
N (1.93, -1.19, 1.42)  -0.036
N (-2.20, -1.07, -0.18)  0.014
S (-3.42, -0.60, 0.64)  -0.193
H (2.56, 0.91, 0.49)  0.339
H (0.63, -1.42, -0.26)  -0.212
H (-0.24, 3.58, -0.88)  0.296
H (-1.75, 3.25, -0.20)  0.306
H (-0.91, -2.51, -0.68)  0.273
H (1.46, 2.15, -1.36)  0.308
H (0.87, 0.54, -1.93)  0.321
H (-1.09, 0.97, 0.14)  0.053
H (1.88, -2.26, 2.86)  0.271
H (-2.20, -3.03, 0.27)  0.253

=====

C5H10N6 | ωB97M-V/def2-TZVPD

The HOMO-LUMO gap is 9.56 eV. Its structure (SMILES) is CNc1nc(N)nc(NC)n1. Its total charge is 0.

Each line ends with the Mulliken charge.
Geometry (Å):
C (2.96, -1.42, -0.10)  -0.837
C (0.76, -0.34, -0.13)  0.446
C (0.38, 1.87, -0.08)  0.335
C (-1.26, 0.38, -0.22)  0.645
C (-3.06, -1.28, 0.05)  -0.687
H (3.11, -0.51, -0.74)  0.281
H (3.44, -1.24, 0.92)  0.234
H (3.45, -2.28, -0.41)  0.339
H (1.05, -2.33, 0.28)  0.265
H (0.28, 3.93, 0.13)  0.224
H (1.76, 3.37, 0.19)  0.196
H (-2.98, 0.96, 0.32)  0.287
H (-2.45, -1.83, -0.60)  0.315
H (-4.23, -1.41, 0.04)  0.233
H (-2.77, -1.49, 1.16)  0.233
N (1.53, -1.42, 0.07)  -0.202
N (1.23, 0.85, -0.29)  -0.498
N (0.86, 3.11, 0.09)  -0.335
N (-0.97, 1.62, -0.18)  -0.670
N (-2.61, 0.20, -0.20)  -0.319
N (-0.47, -0.74, -0.31)  -0.485

=====

Respective ΔE to the lowest compared entry with this formula, charge and spin values: 386.4; 428.9; 191.6 kJ/mol.
Respective E values: -22137.67346; -22137.23278; -14287.62833 eV.